Entry from the OMol25 dataset: a cluster of 8 separate species, C5H23NO7 in total at a distorted geometry (wB97M-V/def2-TZVPD).

frontier orbital gap (spin up / spin down): 9.233 / 5.724 eV
LUMO (spin up / spin down): -4.056 / -7.565 eV
net charge: +1
multiplicity: 2
total energy: -785.3450 a.u.
HOMO level (spin up / spin down): -13.29 / -13.29 eV
energy above the lowest of the compared OMol25 structures with the same formula, charge and spin: 321.6 kJ/mol

Bonds (Å) are listed after each position.
Geometry (Å):
1 O -1.3419 -1.4999 -0.9873  H14 0.959, H25 0.960
2 O 0.4872 -3.1881 -2.2420  H16 0.965, H36 0.962
3 O -0.7043 2.7469 -2.3742  H21 0.957, H26 0.954
4 O -0.9884 -2.1027 2.5338  H18 0.959, H33 0.968
5 O 1.2464 -3.2534 0.3558  H24 0.958, H29 0.963
6 O 1.7692 -0.2315 -1.6833  H19 0.984, H27 0.987
7 O -1.5367 -0.6279 -3.5799  H34 0.967, H35 0.965
8 N 1.9214 0.9788 1.1119  C13 1.345, H31 1.027, H32 1.049
9 C 1.2297 0.7258 3.4040  C13 1.389, H15 1.072, H23 1.090
10 C -0.3762 1.1001 1.4566  C11 1.339, C13 1.489, H22 1.089
11 C -0.5661 2.2694 0.8318  C10 1.339, C12 1.487, H28 1.103
12 C -1.9562 2.7545 0.6198  C11 1.487, H17 1.112, H20 1.113, H30 1.092
13 C 0.9640 0.8277 2.0447  N8 1.345, C9 1.389, C10 1.489
14 H -0.6531 -0.8327 -0.9967  O1 0.959
15 H 2.2279 0.5438 3.7505  C9 1.072
16 H 0.5186 -2.3087 -1.8468  O2 0.965
17 H -2.6140 1.8730 0.7839  C12 1.112
18 H -0.4699 -1.3010 2.4458  O4 0.959
19 H 2.5460 -0.7734 -1.4161  O6 0.984
20 H -2.1141 3.5621 1.3686  C12 1.113
21 H 0.1195 2.7571 -2.8605  O3 0.957
22 H -1.0611 0.2546 1.5083  C10 1.089
23 H 0.5225 0.8644 4.2221  C9 1.090
24 H 0.3097 -3.0926 0.2327  O5 0.958
25 H -1.9884 -1.3892 -0.2857  O1 0.960
26 H -0.6607 2.2039 -1.5914  O3 0.954
27 H 2.4712 0.2104 -2.2181  O6 0.987
28 H 0.1212 3.1241 0.7166  C11 1.103
29 H 1.7709 -3.1193 -0.4403  O5 0.963
30 H -2.3078 3.2343 -0.2961  C12 1.092
31 H 1.7315 0.6252 0.1664  N8 1.027
32 H 2.8851 0.6190 1.3160  N8 1.049
33 H -1.1384 -2.1057 3.4906  O4 0.968
34 H -1.0352 -0.2024 -4.2887  O7 0.967
35 H -1.3135 -1.5627 -3.6635  O7 0.965
36 H -0.0162 -3.6838 -1.5893  O2 0.962